1.
{
  "formula": "C32H31BF4N6O4OsS3",
  "method": "wB97M-V/def2-TZVPD",
  "symbols": ["Os", "C", "C", "C", "C", "C", "C", "N", "N", "C", "C", "C", "C", "C", "C", "H", "H", "H", "H", "H", "H", "H", "H", "H", "C", "C", "C", "C", "C", "C", "O", "N", "C", "O", "N", "C", "O", "H", "H", "H", "H", "H", "H", "H", "H", "H", "H", "H", "S", "C", "C", "C", "N", "C", "C", "C", "C", "C", "N", "C", "C", "H", "H", "H", "H", "H", "H", "H", "H", "C", "O", "C", "S", "S", "H", "H", "H", "F", "B", "F", "F", "F"],
  "positions_angstrom": [[-0.380368, 0.236241, 0.152855], [-1.452230, -4.910836, 1.958039], [-1.689390, -4.140865, 3.089553], [-1.487392, -2.772940, 3.073966], [-1.030161, -2.149636, 1.907236], [-0.784003, -2.927591, 0.773239], [-1.002235, -4.293236, 0.800062], [-0.814824, -0.770272, 1.873043], [-1.042798, -0.062487, 2.981227], [-1.074127, 1.262580, 2.740819], [-1.321952, 2.193511, 3.762237], [-1.299480, 3.544024, 3.476212], [-1.053056, 4.001200, 2.180477], [-0.821595, 3.089341, 1.155570], [-0.806557, 1.730172, 1.419858], [-1.612475, -5.980904, 1.981279], [-2.041673, -4.613006, 3.998050], [-1.683972, -2.165462, 3.944261], [-0.414452, -2.480783, -0.140939], [-0.812286, -4.874629, -0.093138], [-1.536086, 1.820055, 4.755742], [-1.491986, 4.259693, 4.266000], [-1.045432, 5.062124, 1.967729], [-0.655419, 3.448253, 0.146296], [-3.129297, -1.527266, -2.995502], [-3.054881, -0.135163, -3.618411], [-3.218278, 1.091277, -2.660635], [-3.122550, 2.379530, -3.483496], [-3.258610, 3.647289, -2.639861], [-4.587794, 0.977609, -2.007431], [-5.602225, 1.345812, -2.547686], [-4.620003, 0.362892, -0.772021], [-3.534549, -0.069306, -0.013537], [-3.686935, -0.688271, 1.004624], [-2.297107, 0.326599, -0.500826], [-2.123538, 1.012809, -1.643044], [-0.982252, 1.495069, -1.779835], [-2.961164, -2.269153, -3.774863], [-4.102818, -1.725221, -2.542769], [-2.353413, -1.685273, -2.247165], [-3.837653, -0.029511, -4.371364], [-2.089064, -0.017987, -4.115110], [-3.913172, 2.350784, -4.231805], [-2.161696, 2.370524, -4.000955], [-4.207364, 3.654977, -2.100625], [-3.243153, 4.530766, -3.279567], [-2.442622, 3.729068, -1.917861], [-5.528226, 0.186271, -0.368374], [6.057294, -0.273004, 1.891594], [4.341364, -0.109452, 1.426850], [3.945109, -0.276455, 0.110949], [2.607111, -0.154858, -0.206683], [1.669418, 0.115686, 0.715056], [2.057245, 0.296734, 1.988396], [3.373645, 0.197670, 2.378862], [5.993350, -1.989366, 2.409423], [6.367397, -2.983027, 1.518500], [6.348747, -4.298894, 1.962294], [5.991437, -4.650008, 3.194545], [5.628371, -3.684435, 4.034679], [5.612825, -2.338603, 3.694856], [4.660428, -0.496288, -0.668178], [2.286011, -0.271209, -1.230815], [1.291799, 0.533065, 2.711333], [3.639464, 0.364257, 3.412448], [6.670367, -2.737884, 0.509572], [6.636664, -5.106812, 1.298750], [5.344390, -4.002421, 5.031881], [5.324298, -1.587993, 4.418420], [0.126208, 4.554982, -3.662648], [0.425918, 4.165280, -2.311436], [1.604749, 3.649854, -2.075265], [2.854300, 3.416389, -3.144541], [2.051683, 3.088753, -0.564197], [-0.930336, 4.798612, -3.671805], [0.331523, 3.734117, -4.347867], [0.720168, 5.423373, -3.942797], [0.136060, -0.979312, -1.604403], [0.915567, -1.896028, -2.551855], [1.645651, -2.724997, -1.714429], [1.719406, -1.044281, -3.281590], [-0.035318, -2.552116, -3.291455]],
  "forces_ev_per_a": [[-0.81, 0.31, 0.38], [0.00, -0.02, 0.01], [0.01, -0.02, -0.02], [-0.01, 0.15, 0.00], [-0.02, -0.34, 0.14], [0.03, 0.16, -0.01], [-0.01, -0.05, 0.01], [0.42, 0.56, -1.00], [-0.14, -0.25, 0.48], [0.05, 0.19, -0.36], [0.00, -0.08, 0.07], [-0.01, -0.01, -0.01], [-0.01, -0.04, 0.01], [-0.03, 0.12, -0.19], [0.29, -0.27, 0.13], [-0.01, 0.02, -0.01], [0.00, 0.02, 0.00], [-0.01, -0.03, 0.01], [0.00, -0.06, 0.05], [0.03, 0.02, 0.01], [-0.01, 0.06, -0.01], [0.01, -0.02, 0.00], [-0.02, -0.02, 0.01], [0.02, -0.03, 0.01], [-0.02, 0.11, 0.03], [0.07, -0.14, 0.05], [0.09, 0.14, -0.28], [-0.03, 0.17, 0.18], [0.00, -0.13, -0.05], [0.01, -0.09, 0.13], [0.04, -0.04, -0.04], [0.06, 0.05, -0.09], [-0.07, 0.03, 0.08], [0.03, 0.05, -0.02], [0.06, -0.36, -0.17], [-0.40, -0.05, 0.23], [0.43, -0.28, 0.36], [-0.02, -0.01, 0.02], [0.00, 0.00, -0.02], [0.00, -0.02, -0.01], [0.02, 0.07, -0.03], [-0.02, 0.04, -0.02], [0.01, -0.04, -0.03], [-0.01, -0.02, -0.02], [0.02, 0.02, 0.00], [0.00, 0.01, 0.04], [-0.03, 0.04, -0.01], [-0.05, -0.03, 0.00], [-0.07, -0.07, 0.04], [0.01, -0.01, 0.07], [0.03, 0.02, 0.06], [0.00, 0.02, -0.11], [0.06, -0.04, -0.16], [0.02, -0.01, 0.12], [0.02, 0.01, -0.12], [0.06, 0.15, -0.13], [0.01, -0.05, 0.05], [-0.03, 0.03, 0.07], [-0.01, -0.03, -0.01], [0.02, -0.02, -0.05], [0.02, -0.05, 0.03], [-0.02, -0.02, 0.00], [-0.04, 0.04, 0.02], [-0.07, -0.04, -0.04], [0.00, -0.01, 0.00], [0.00, -0.02, 0.02], [-0.01, 0.03, 0.00], [-0.01, 0.03, -0.01], [0.02, -0.01, -0.01], [0.02, 0.01, -0.14], [-0.01, 0.04, 0.08], [-0.01, -0.10, -0.16], [-0.02, 0.00, 0.05], [0.10, 0.16, -0.01], [0.01, 0.01, 0.07], [0.00, -0.04, 0.04], [0.03, 0.00, 0.04], [-0.21, 0.14, 0.20], [0.26, -0.35, -0.11], [-0.16, 0.16, -0.14], [-0.11, -0.05, 0.09], [0.13, 0.15, 0.12]],
  "mulliken_charge": [0.352, -0.525, -0.605, -0.454, 0.612, 0.035, -1.221, 0.765, -0.943, 0.593, -0.722, -0.552, -1.125, -0.285, 0.279, 0.402, 0.381, 0.436, 0.222, 0.462, 0.508, 0.391, 0.484, 0.358, -1.073, -1.197, 2.496, -1.262, -1.292, -0.303, -0.623, 0.078, -0.209, -0.571, 0.602, -0.119, -0.509, 0.508, 0.279, -0.008, 0.449, 0.450, 0.516, 0.474, 0.370, 0.423, 0.158, 0.302, -0.109, -0.030, -0.816, -0.424, 0.303, -0.102, -0.703, 0.469, -0.209, -0.385, -0.575, -0.410, -0.163, 0.554, 0.679, 0.371, 0.514, 0.375, 0.361, 0.358, 0.345, -0.917, -0.159, 0.372, -0.138, -0.066, 0.117, 0.449, 0.392, 0.199, 0.591, -0.368, -0.342, -0.320],
  "e_homo_ev": [-6.8, -8.3],
  "gap_ha": [0.226, 0.207],
  "lumo_ev": [-0.647, -2.629],
  "multiplicity": 5
}


2.
{
  "formula": "C23H43N2O5PSbSe4Si2TcTe",
  "method": "wB97M-V/def2-TZVPD",
  "symbols": ["Tc", "O", "C", "C", "C", "C", "N", "C", "C", "C", "C", "C", "C", "O", "C", "C", "N", "H", "H", "H", "H", "H", "H", "H", "H", "H", "H", "H", "H", "Se", "Sb", "Se", "Se", "Se", "C", "O", "P", "O", "C", "O", "C", "H", "H", "H", "H", "H", "H", "H", "H", "H", "C", "Si", "C", "C", "C", "Te", "C", "Si", "C", "C", "C", "H", "H", "H", "H", "H", "H", "H", "H", "H", "H", "H", "H", "H", "H", "H", "H", "H", "H", "H", "H", "H", "H"],
  "positions_angstrom": [[6.838781, -16.409212, -10.020169], [5.446017, -22.923873, -8.785456], [6.630886, -22.438182, -8.187434], [6.844201, -21.051436, -8.646836], [7.786174, -20.190267, -8.100897], [7.791685, -18.876808, -8.500676], [6.961975, -18.376917, -9.446657], [6.122079, -19.264557, -10.068418], [6.043721, -20.568805, -9.687981], [5.353757, -18.686629, -11.191613], [4.742386, -19.426679, -12.177711], [4.129357, -18.790303, -13.267692], [3.379287, -19.572174, -14.287741], [3.341487, -20.907632, -13.867325], [4.213026, -17.396836, -13.307652], [4.756952, -16.713294, -12.247029], [5.363397, -17.343451, -11.218169], [5.416801, -23.877657, -8.669492], [7.516982, -23.030253, -8.454064], [6.607332, -22.447407, -7.093091], [8.474327, -20.533595, -7.341110], [8.476169, -18.158898, -8.052781], [5.351719, -21.261453, -10.143567], [4.738495, -20.508193, -12.111595], [3.892230, -19.460205, -15.254250], [2.385281, -19.143726, -14.362913], [2.951515, -21.472820, -14.536550], [3.783389, -16.830088, -14.126586], [4.767842, -15.631924, -12.193208], [6.919894, -11.776165, -11.234291], [8.767465, -12.920941, -10.782642], [5.186704, -14.611102, -9.474213], [8.197481, -15.688655, -11.461844], [11.094035, -13.096813, -10.591448], [8.716308, -12.987489, -7.263289], [8.292655, -13.908017, -8.370082], [7.969762, -15.482886, -8.072549], [7.073031, -15.732491, -6.824101], [7.407124, -15.885225, -5.356856], [9.329451, -16.071697, -7.604085], [10.703899, -15.894015, -8.089516], [9.777877, -12.752328, -7.374578], [8.565833, -13.462449, -6.302906], [8.118823, -12.089838, -7.337391], [6.942465, -15.048923, -4.858586], [8.470115, -15.903445, -5.181301], [6.982985, -16.844477, -5.068896], [11.372769, -16.382940, -7.396470], [10.959251, -14.845528, -8.153373], [10.793371, -16.360252, -9.083396], [0.581950, -17.746074, -7.439748], [0.671457, -17.019866, -9.180286], [-0.969590, -16.509169, -9.910489], [1.664897, -18.174383, -10.316478], [1.771333, -15.464099, -9.023274], [3.560823, -16.059009, -8.103735], [3.417520, -15.086551, -6.270936], [3.430086, -13.168350, -6.068651], [2.404889, -12.342000, -7.423164], [5.222316, -12.562586, -6.137534], [2.725494, -12.902977, -4.353434], [-0.027802, -18.655046, -7.403839], [0.105328, -17.077761, -6.737227], [1.532407, -18.015819, -6.985463], [-1.566077, -17.419794, -10.091158], [-0.850460, -15.987095, -10.880166], [-1.529625, -15.867810, -9.223967], [1.129325, -19.126151, -10.456715], [2.643031, -18.420083, -9.883644], [1.830537, -17.739415, -11.315931], [1.386539, -14.699103, -8.335484], [2.099925, -14.956556, -9.932258], [4.148406, -15.574769, -5.622107], [2.424139, -15.476314, -5.940851], [2.798095, -12.502732, -8.445790], [2.469546, -11.260796, -7.261503], [1.323335, -12.596582, -7.371862], [5.789501, -12.889802, -7.033429], [5.772103, -12.842993, -5.233757], [5.219504, -11.457532, -6.123005], [1.650865, -13.114409, -4.299299], [2.834214, -11.846996, -4.087491], [3.234804, -13.479496, -3.569213]],
  "forces_ev_per_a": [[-1.50, -0.71, 0.92], [0.55, 0.11, 0.33], [0.01, -0.54, -0.01], [-0.29, 0.24, -0.44], [0.00, 0.14, 0.12], [0.42, 0.42, 0.30], [0.05, -0.19, 0.06], [-0.06, 0.52, -0.51], [-0.07, -0.25, 0.18], [0.19, -0.25, 0.03], [-0.14, -0.29, 0.03], [0.33, 0.10, 0.68], [0.43, -0.43, -0.17], [0.17, 0.10, 0.30], [-0.45, 0.16, 0.00], [0.36, 0.13, 0.05], [-0.06, 0.46, 0.16], [-0.16, -0.21, -0.01], [-0.01, -0.03, -0.12], [-0.21, 0.00, 0.10], [0.05, 0.10, 0.06], [-0.11, -0.29, -0.08], [-0.07, 0.10, -0.08], [-0.09, 0.10, -0.13], [-0.14, 0.09, 0.01], [-0.34, 0.20, -0.18], [-0.13, -0.10, -0.24], [0.00, -0.06, 0.03], [-0.06, -0.04, -0.14], [-1.30, 0.72, -0.29], [2.42, 0.38, 0.57], [-0.01, -0.10, 0.27], [1.22, -0.35, -1.03], [-0.94, 0.00, -0.22], [0.35, -0.24, -0.31], [-0.25, -0.23, 0.73], [0.24, 0.55, -0.26], [-0.07, 0.16, 0.51], [-0.26, -0.23, -0.81], [0.99, -0.33, 0.29], [-0.32, -0.26, -0.74], [-0.17, -0.14, -0.19], [-0.15, -0.13, 0.10], [-0.19, 0.05, -0.08], [-0.17, 0.10, 0.10], [0.35, 0.09, -0.24], [-0.10, 0.18, 0.01], [-0.14, -0.19, 0.24], [-0.15, 0.23, 0.05], [-0.04, 0.15, 0.36], [-0.19, -0.03, -0.32], [-0.36, -0.53, -0.36], [0.21, -0.21, -0.19], [-0.22, 0.08, -0.02], [0.15, 0.58, 0.43], [0.58, -0.31, -0.47], [-0.53, -0.17, 0.37], [-0.06, 0.55, 0.22], [-0.06, -0.24, 0.02], [0.08, 0.16, -0.27], [-0.01, 0.04, -0.14], [0.10, 0.02, -0.21], [-0.25, 0.44, 0.16], [0.37, -0.15, -0.05], [0.12, 0.33, 0.06], [-0.05, -0.23, 0.50], [0.02, -0.05, -0.12], [0.15, 0.26, 0.05], [-0.05, -0.05, -0.02], [-0.11, -0.05, 0.30], [-0.09, -0.15, -0.22], [-0.25, -0.17, -0.13], [0.06, 0.07, -0.04], [0.41, 0.28, -0.16], [-0.26, -0.08, 0.37], [-0.03, -0.05, 0.07], [0.67, 0.09, -0.12], [-0.36, 0.13, 0.44], [-0.03, -0.16, -0.06], [-0.08, -0.36, -0.12], [0.18, -0.08, -0.05], [0.04, -0.01, -0.02], [-0.09, 0.06, -0.24]],
  "mulliken_charge": [0.202, -0.502, -0.545, 0.225, -1.237, -0.783, 0.198, 0.334, -0.219, -0.072, -0.154, -0.035, -0.492, -0.504, -1.176, -0.686, 0.681, 0.339, 0.398, 0.363, 0.553, 0.802, 0.735, 0.601, 0.378, 0.385, 0.343, 0.514, 0.653, -0.165, 1.169, -0.204, -0.346, -0.127, -1.006, 0.312, 0.565, 0.455, -0.884, -0.244, -0.547, 0.391, 0.294, 0.316, 0.278, 0.439, 0.264, 0.320, 0.169, 0.296, -1.162, -0.074, -1.004, -0.437, -0.586, 0.095, -0.690, -0.102, -0.959, -0.411, -1.114, 0.407, 0.424, 0.438, 0.368, 0.355, 0.363, 0.489, -0.118, 0.166, 0.154, 0.632, 0.542, 0.459, 0.302, 0.414, 0.360, -0.279, 0.342, 0.488, 0.348, 0.367, 0.378],
  "e_homo_ev": -19.1,
  "charge": 4,
  "gap_ha": 0.195,
  "lumo_ev": -13.829
}


3.
{
  "formula": "C3H11NO3",
  "method": "wB97M-V/def2-TZVPD",
  "symbols": ["C", "C", "C", "N", "O", "H", "H", "H", "H", "H", "H", "H", "O", "H", "H", "O", "H", "H"],
  "positions_angstrom": [[1.921727, -0.537742, 1.622646], [0.383819, -0.665780, 1.180587], [-0.016959, 0.437371, 0.261161], [-0.041889, 1.741395, 0.734693], [-0.538992, 0.147174, -0.808044], [2.520407, -0.622624, 0.659721], [2.165162, 0.411679, 2.016984], [2.061865, -1.510285, 2.272658], [-0.282502, -0.625326, 2.131010], [0.417354, -1.545639, 0.554408], [0.370361, 1.943714, 1.623848], [-0.634833, 2.378829, 0.256229], [1.305140, -0.268711, -2.727145], [1.244007, 0.635632, -2.761423], [0.594467, -0.541662, -2.295627], [-2.874552, -0.642930, 0.063566], [-2.967110, -1.616618, 0.077086], [-2.060245, -0.384831, -0.291123]],
  "forces_ev_per_a": [[-1.12, -3.12, -1.48], [2.00, 1.13, 1.81], [-1.57, 1.06, 0.77], [0.80, -2.18, -0.44], [0.49, 0.68, -0.41], [-0.53, -0.16, 1.25], [0.30, 0.69, 1.15], [0.39, 2.41, -0.96], [0.90, -0.53, -1.88], [-0.91, -0.48, 0.40], [-0.16, 0.26, 0.12], [-0.15, 0.56, -0.21], [5.39, -1.46, -3.07], [-0.21, 3.29, -0.16], [-4.96, -1.87, 3.04], [-3.01, -1.36, 1.44], [0.42, 1.02, -0.20], [1.94, 0.06, -1.18]],
  "mulliken_charge": [-1.068, -0.341, 0.583, -0.397, -0.823, 0.291, 0.394, 0.287, 0.310, 0.286, 0.192, 0.247, -0.582, 0.289, 0.305, -0.661, 0.292, 0.396],
  "e_homo_ev": -10.6,
  "gap_ha": 0.408,
  "lumo_ev": 0.539,
  "relative_energy_ev": 1.4084,
  "smiles": "CCC(N)=O.O.O"
}